(1)
15
Properties=species:S:1:pos:R:3 method="wB97M-V/def2-TZVPD" max_force_ha_per_bohr=0.141 e_tot_ev=-11765.4541 charge=+2 smiles="[NH2+]=C(N=O)[C@@H]([NH3+])C=O" homo_lumo_gap_ev="8.33 / 8.33" de_lowest_ev=5.467
O 3.767 0.583 -0.194
O 2.438 -1.673 -0.160
N -0.835 -0.438 -0.476
N 0.836 1.828 0.313
N 2.646 0.334 0.068
C 1.291 -1.865 -0.172
C 1.391 0.686 0.129
C 0.359 -0.741 0.287
H 0.297 -0.899 1.398
H -0.969 -1.125 -1.292
H 1.285 2.668 -0.030
H 0.546 2.152 1.321
H -1.698 -0.570 0.123
H -0.740 0.543 -0.850
H 0.927 -2.840 -0.549

=====

(2)
15
Properties=species:S:1:pos:R:3 method="wB97M-V/def2-TZVPD" max_force_ha_per_bohr=0.016 e_tot_ev=-20574.5388 homo_lumo_gap_ev=9.93 de_lowest_ev=3.645
S 1.951 -0.508 -0.772
O -0.852 -1.397 0.900
N 1.781 0.238 0.764
N -0.732 1.893 -0.481
N -1.400 -0.257 0.317
C -2.412 -0.524 -0.674
C 0.670 0.754 1.096
C -0.560 0.843 0.226
H 1.037 0.159 -1.502
H -1.968 -0.709 -1.678
H -3.099 0.345 -0.748
H -0.168 -1.718 0.261
H 0.647 1.208 2.098
H -1.587 1.853 -1.061
H -2.983 -1.387 -0.302

=====

(3)
14
Properties=species:S:1:pos:R:3 method="wB97M-V/def2-TZVPD" max_force_ha_per_bohr=0.095 e_tot_ev=-18526.3173 smiles="C[C@H]1C[N+]([S-])=NN1" homo_lumo_gap_ev=8.30 de_lowest_ev=4.153
S 3.304 0.709 0.225
N -0.086 -0.122 1.460
N 1.839 0.261 0.603
N 1.179 0.158 1.624
C -0.457 -0.366 -0.047
C -1.731 0.231 -0.532
C 0.772 0.028 -0.784
H 1.397 -0.706 -1.241
H -0.517 -0.794 2.110
H -1.757 1.294 -0.953
H -2.006 -0.481 -1.325
H -2.398 0.126 0.280
H 0.902 1.059 -1.182
H -0.440 -1.397 -0.238

=====

(4)
14
Properties=species:S:1:pos:R:3 method="wB97M-V/def2-TZVPD" max_force_ha_per_bohr=0.034 e_tot_ev=-18528.7644 homo_lumo_gap_ev=9.37 de_lowest_ev=1.706
S -1.968 -1.538 -0.101
N 1.322 -1.503 0.488
N 0.782 0.540 -0.472
N -2.392 0.124 -0.236
C -0.126 1.032 0.515
C 1.482 -0.645 -0.463
C -1.565 1.076 0.005
H 2.146 -0.817 -1.326
H -0.069 0.367 1.409
H 0.170 2.013 0.854
H -1.973 2.094 -0.048
H 0.902 1.110 -1.272
H 1.959 -2.282 0.421
H -0.672 -1.571 0.227

=====

(5)
14
Properties=species:S:1:pos:R:3 method="wB97M-V/def2-TZVPD" max_force_ha_per_bohr=0.034 e_tot_ev=-18529.9045 smiles="C/N=C(/N)C(N)=S" homo_lumo_gap_ev=8.94 de_lowest_ev=0.566
S 0.523 1.278 -2.293
N 0.274 1.772 0.283
N 1.737 -1.163 -0.543
N -0.347 -1.215 0.428
C 0.415 0.857 -0.687
C 0.524 -0.571 -0.234
C -1.623 -0.627 0.791
H 1.699 -2.176 -0.489
H 0.312 1.474 1.247
H -1.597 -0.513 1.870
H 2.098 -0.879 -1.458
H -1.859 0.354 0.349
H -2.367 -1.380 0.551
H 0.211 2.789 0.184

=====

(6)
14
Properties=species:S:1:pos:R:3 method="wB97M-V/def2-TZVPD" max_force_ha_per_bohr=0.038 e_tot_ev=-18528.7923 smiles="CC(=S)N/C=N/N" homo_lumo_gap_ev=8.74 de_lowest_ev=1.678
S -3.360 -0.420 0.041
N 1.246 0.125 0.091
N 2.670 -0.119 -0.092
N -0.809 -1.072 -0.045
C -1.246 1.418 -0.063
C 0.587 -0.940 -0.038
C -1.740 -0.075 -0.074
H 2.994 -0.939 0.415
H 1.075 -1.903 -0.230
H -0.724 1.636 0.863
H 3.137 0.697 0.263
H -2.127 2.057 -0.145
H -0.578 1.578 -0.884
H -1.126 -2.042 -0.102

=====

(7)
15
Properties=species:S:1:pos:R:3 method="wB97M-V/def2-TZVPD" max_force_ha_per_bohr=0.047 e_tot_ev=-29363.7246 smiles="[H]/N=C(/NS)S/N=C/C" homo_lumo_gap_ev=9.36 de_lowest_ev=1.903
S 0.322 -1.472 0.684
S 0.599 2.438 2.365
N 1.001 -0.354 3.088
N 0.042 -0.502 -0.732
N 0.311 1.116 1.408
C -0.725 -0.177 -2.894
C 0.565 -0.169 1.890
C -0.260 -1.078 -1.826
H -1.841 -0.245 -2.963
H 1.243 -1.349 3.212
H -0.143 -0.415 -3.757
H -0.517 0.832 -2.565
H -0.080 1.251 0.494
H -0.301 -2.208 -1.810
H -0.217 2.332 3.406

=====

(8)
15
Properties=species:S:1:pos:R:3 method="wB97M-V/def2-TZVPD" s2=2.01 max_force_ha_per_bohr=0.057 e_tot_ev=-29360.4863 multiplicity=3 homo_lumo_gap_ev="7.06 / 5.92" de_lowest_ev=0.703
S -2.395 1.059 -1.134
S 1.702 -1.741 1.631
N 0.533 -0.138 -0.212
N -1.699 0.066 1.105
N -1.475 0.989 0.214
C 1.508 -0.250 -1.238
C -0.567 -0.312 1.882
C 0.596 -0.683 0.927
H -0.218 0.537 2.478
H -2.350 -0.687 0.879
H 1.038 -0.672 -2.128
H -0.818 -1.142 2.540
H -1.792 2.162 -1.593
H 2.343 -0.886 -0.924
H 1.880 0.750 -1.478